(1)
90
Properties=species:S:1:pos:R:3:mulliken_charge:R:1 method="wB97M-V/def2-TZVPD" de_lowest_kcal_mol=263.3 charge=+1
C -4.93794 -2.57793 -2.27880 -1.045
H -6.83695 0.82627 6.55785 0.437
C 5.72354 0.46853 -1.97070 -0.975
H -2.32908 -2.68135 3.11853 0.237
C -5.75032 0.74236 6.54027 -0.961
H -1.40593 -1.65017 7.02743 0.369
H 4.85393 0.17888 -1.38082 0.332
N -3.30980 -0.99203 6.75000 0.301
H -5.49227 0.38555 7.53736 0.209
H 5.47355 0.36468 -3.02655 0.321
C 4.27891 4.80328 -1.96352 -0.914
H 0.03656 -2.39842 -1.40538 0.351
N -3.80675 -2.43909 4.63502 0.261
H 0.86609 -3.36777 -2.55976 0.372
P 6.21057 3.03016 -3.12809 0.450
C -2.20487 0.61998 -4.27674 -0.907
H 4.51978 5.86259 -4.41518 0.412
H -5.87489 -2.99969 4.36938 0.198
C -2.52361 -2.85631 4.17665 -1.086
H 5.15929 4.43647 -5.22934 0.351
H -1.66297 -2.41829 4.68217 0.311
C 7.94006 5.22771 -3.40765 -0.903
H -5.06013 -1.80040 -1.52472 0.305
O 1.71578 -0.62787 2.45515 -0.895
H -4.21018 -1.53044 8.76121 0.321
H 8.72437 1.96635 -2.59072 0.292
H -5.06904 -3.56976 5.83059 0.314
H 5.14849 2.40917 0.00520 0.319
H -1.09251 -5.21710 -3.21839 0.434
H -2.42363 -3.90295 4.46417 0.454
H -3.28500 -2.81625 7.70068 0.361
H -5.67341 0.33268 3.46225 0.248
H -5.17540 1.60835 6.21222 0.348
H -1.78219 1.40763 -3.65303 0.317
C -1.68124 -4.35404 -3.52923 -1.056
C -1.92228 -0.69523 7.12526 -1.013
H -1.86294 -0.35753 8.15992 0.332
C -3.88437 -1.91053 7.79298 -1.131
H 7.53383 5.23753 -4.41908 0.313
H 2.31551 -1.33286 2.76793 0.142
H 9.70037 3.16747 -2.02656 0.338
H 9.49512 2.94494 -3.77206 0.374
C 4.50883 4.77267 -4.42188 -1.149
N -1.36532 -3.23377 -2.64601 0.211
H 3.49127 5.50344 -2.24190 0.387
H 3.90634 3.97743 -1.35752 0.222
H -5.85744 -2.78464 -2.82642 0.397
C -6.29525 -0.10125 4.24527 -0.710
H -0.13304 -2.04255 -4.49181 0.218
H 6.53743 3.28232 -0.37977 0.369
H 6.59385 -0.14207 -1.73023 0.300
C 6.14151 2.26763 -0.42138 -1.129
H 0.16328 -0.51254 -5.10859 0.370
H -4.54124 -3.42597 -1.72064 0.316
N -1.66550 -0.72286 -3.96274 0.118
H 6.73372 1.60657 0.21138 0.338
O 6.15323 2.32281 -4.43113 -0.854
C -0.06686 -3.30642 -1.99947 -1.119
P -3.84444 -0.74675 5.16932 0.358
H 4.93571 5.35018 -1.28704 0.307
H -4.85658 -2.13727 7.35535 0.347
N -3.87968 -2.08997 -3.09821 0.253
H -7.18480 0.48643 4.47211 0.387
N 5.01766 4.28472 -3.12382 0.207
H 0.39822 -0.81219 -3.32525 0.315
H -1.81809 0.95301 -5.23985 0.301
H -1.53448 0.09569 6.48326 0.227
N 5.88084 1.98657 -1.81252 0.204
C 8.96987 3.00357 -2.81877 -1.003
C -0.21616 -0.99367 -4.20713 -0.956
O -2.24484 -0.93415 -1.38472 -0.898
N -5.43165 -0.22592 5.42482 0.151
C -4.25154 -1.88078 -4.49294 -1.266
H -1.38923 -4.30159 -4.57807 0.304
P -2.28697 -1.70057 -2.65561 0.436
H 8.98363 5.53839 -3.45773 0.410
C -4.93169 -3.37420 4.76711 -0.900
H -3.40731 -1.46344 -5.04176 0.482
H -5.14495 -1.26429 -4.59232 0.311
Ca -0.60084 1.39241 1.36521 1.713
O -2.99431 0.10476 4.31167 -0.848
H -4.71710 -4.33120 4.29151 0.415
H -4.43070 -2.91236 -4.79600 0.485
H -3.28502 0.67722 -4.14220 0.318
H 3.50270 4.39825 -4.61053 0.350
H 7.34025 5.92657 -2.82463 0.224
N 7.75341 3.83551 -2.77194 0.107
H -6.36017 -1.17608 4.07611 0.079
H -2.69903 -4.72468 -3.40757 0.287
H -0.01554 -3.94952 -1.12089 0.369

(2)
102
Properties=species:S:1:pos:R:3:mulliken_spin:R:1 method="wB97M-V/def2-TZVPD" energy_ev=-151226.5546 spin_multiplicity=4 charge=-1
C 3.25425 -4.14045 0.63138 0.000
N 1.96857 2.21268 2.46917 0.012
O 1.03849 1.76462 4.80474 0.006
Co 1.25076 1.85711 0.69557 2.716
H -2.19904 4.13742 -2.89603 0.000
F -0.43891 -0.63434 1.83225 0.012
O -0.35874 3.35276 -3.41157 0.000
H 2.66015 0.35485 -4.90257 0.000
H -1.07524 4.57578 2.77953 0.000
H -4.89520 -1.31218 4.42220 0.000
C -5.61441 1.30570 -0.43826 0.000
C 1.07351 0.64288 -5.91879 0.000
H -3.99632 -5.05773 -0.33664 0.000
H -2.37628 1.68732 -3.30869 0.000
C -4.11807 -0.85172 5.03223 0.000
H 3.04610 -3.13288 0.99134 0.000
C 3.55829 -2.90768 -4.03298 0.000
H 3.19850 -4.80090 1.49671 0.000
H -6.66772 1.19612 -0.18014 0.000
C -1.37256 3.67931 3.32363 0.002
H 2.07417 -1.23528 -6.16941 0.000
N 0.45709 0.22595 -0.00463 -0.024
S 2.16257 1.57824 3.84653 0.008
C 3.93060 -0.15617 0.47210 -0.004
H 3.85540 -3.83769 -3.54829 0.000
O 3.34570 1.00426 0.00463 0.020
H -0.62484 3.75835 -4.23998 0.000
O -4.04764 1.33600 4.13187 0.000
O -1.81771 -0.94305 -0.03729 0.007
O 1.39267 0.91582 -2.41168 0.003
H -4.70915 1.74880 2.55210 0.000
H -4.75925 0.07666 1.04596 0.000
H 3.81075 1.19137 -0.81410 -0.001
H 0.25686 0.23721 -5.32162 0.000
C 4.49228 -1.78133 -3.52661 0.000
H -5.52259 2.33705 -0.77881 0.000
H -5.36451 0.62266 -1.25012 0.000
O -0.69611 2.71661 1.18926 0.017
H 2.25927 -6.06210 -1.68492 0.000
H -3.13744 -3.18168 0.49973 0.000
H -2.66129 -4.64178 1.43095 0.000
H 0.79201 1.43792 -6.60926 0.000
H 4.27159 0.14927 -3.42508 0.000
H 4.24161 -0.84286 -0.31520 0.001
O 0.25698 -2.31767 0.38675 0.005
O 1.99397 4.28738 4.26090 0.008
C -3.29871 0.19037 4.24683 0.000
O 1.50960 3.25728 -0.71762 0.140
H -2.92193 -0.21706 3.30868 0.000
O 3.89170 -0.56339 -3.94414 0.000
H 4.89784 0.78521 2.09565 0.000
H -2.29553 3.94911 3.83687 0.000
H -4.53644 -0.54632 5.99128 0.000
S 0.75840 -0.19790 -1.67439 -0.001
O 2.66076 -5.88278 -0.83154 0.000
H -0.63172 3.40393 4.07426 -0.001
O 3.50003 1.41145 4.36083 0.004
C -1.56250 2.53037 2.28979 0.013
H -3.63479 1.29487 0.55291 0.000
C 5.18553 0.18837 1.23013 0.001
H 2.49857 -0.04777 -7.38225 0.000
H -1.19019 3.30572 0.61444 -0.002
H -1.31202 1.60686 2.81181 0.006
O -5.19585 2.01042 1.76706 0.000
H 5.94422 0.61272 0.57255 0.000
F 1.95771 4.58846 1.95114 0.003
H -5.12166 -2.90585 2.16138 0.000
C 2.25786 -4.59519 -0.47954 0.000
H -1.54887 1.46590 -1.65640 0.001
F 1.75705 0.11221 3.36820 0.002
H -2.60649 2.60570 1.98560 -0.001
H -3.08615 2.14974 -1.85582 0.000
H -1.04148 3.79522 -1.58824 -0.001
O 4.05576 3.86251 2.85451 0.003
H -2.42253 0.37758 4.86761 0.000
O -4.44317 -4.60133 0.38003 0.000
H 4.41660 -1.80434 -2.43947 0.000
O -0.22018 -0.96034 -2.48470 0.004
H -3.98146 1.76115 4.99004 0.000
H 1.23617 -4.63530 -0.10189 0.000
C -2.10963 2.10546 -2.33803 0.000
H 2.33113 -3.93769 -1.34581 0.000
C -3.47871 -3.96876 1.17214 0.000
S -0.37766 -1.01425 0.28553 0.021
C -4.69362 1.12249 0.74591 0.000
H 5.49993 -1.99564 -3.88268 0.000
H 5.60265 -0.74939 1.59717 0.000
H 1.42352 4.05770 -0.16403 0.001
H -4.27555 -4.03262 3.21471 0.000
H -3.47301 -1.63239 5.43542 0.000
O 2.12880 1.09506 -5.20483 0.000
S 2.61817 3.68069 3.09441 0.008
C 1.66777 -0.44241 -6.79733 0.000
H 3.19730 -0.69744 1.06992 0.005
H 3.55594 -2.98748 -5.12005 0.000
C -4.14532 -3.33414 2.38811 0.000
F 2.00082 -1.26618 -1.50129 0.000
H 2.54826 -2.71649 -3.67051 0.000
H 0.93796 -0.85093 -7.49632 0.000
H 4.31535 -4.18924 0.38686 0.000
C -1.44062 3.44087 -2.53862 0.003
H -3.49875 -2.54741 2.77685 0.000

Number 1: strongest force on any atom 0.078 hartree/bohr. Number 2: strongest force on any atom 0.198 hartree/bohr.